No. 1
Computed, not measured: a molecular structure, C22H52InN4O3PSSi2, with ωB97M-V/def2-TZVPD.

E_tot, eV: -76814.0215
ΔE to the lowest compared entry with this formula, charge and spin, kcal per mole: 0.0
Frontier orbital gap, eV: 8.39

Last column: Mulliken charge in e.
Atoms and positions in Å:
In (0.239, 1.117, 0.194)  0.147
O (0.771, 1.770, 4.018)  -0.735
N (0.502, 1.603, 2.861)  1.165
O (-0.470, 2.145, 2.312)  -0.600
O (1.238, 0.801, 2.146)  -0.712
C (-3.323, 0.077, 1.618)  -1.580
C (-2.651, -1.301, 1.816)  2.262
C (-3.728, -2.361, 2.181)  -2.078
C (-1.754, -1.169, 3.037)  -1.345
P (-1.636, -1.663, 0.247)  0.568
N (-0.834, -0.459, -0.285)  0.248
C (-0.412, -3.044, 0.621)  2.575
C (0.693, -2.422, 1.476)  -1.396
C (-0.989, -4.270, 1.379)  -2.104
C (0.287, -3.470, -0.647)  -1.863
C (-2.840, -2.265, -1.119)  2.285
C (-2.181, -2.118, -2.496)  -1.500
C (-3.378, -3.694, -0.973)  -2.004
C (-4.013, -1.309, -1.223)  -1.983
H (-3.802, 0.398, 2.540)  0.526
H (-4.126, 0.098, 0.854)  0.292
H (-2.582, 0.845, 1.384)  0.159
H (-4.052, -2.156, 3.175)  0.575
H (-3.271, -3.347, 2.281)  0.365
H (-4.566, -2.365, 1.460)  0.240
H (-2.225, -0.582, 3.849)  0.585
H (-0.782, -0.713, 2.806)  -0.313
H (-1.614, -2.179, 3.438)  0.314
H (0.419, -2.240, 2.516)  0.126
H (1.104, -1.493, 1.065)  -0.746
H (1.555, -3.147, 1.497)  0.651
H (-1.201, -4.003, 2.402)  0.369
H (-0.156, -4.988, 1.399)  0.535
H (-1.851, -4.718, 0.929)  0.250
H (0.679, -2.554, -1.089)  0.346
H (-0.382, -3.906, -1.366)  0.399
H (1.099, -4.185, -0.451)  0.480
H (-1.250, -2.587, -2.745)  0.285
H (-1.993, -1.045, -2.697)  0.042
H (-2.903, -2.484, -3.237)  0.546
H (-2.592, -4.415, -1.184)  0.294
H (-4.149, -3.841, -1.750)  0.529
H (-3.831, -3.869, 0.000)  0.286
H (-3.696, -0.321, -1.291)  0.154
H (-4.699, -1.411, -0.373)  0.290
H (-4.630, -1.550, -2.128)  0.564
C (-2.111, 2.670, -2.701)  -0.593
Si (-0.280, 2.998, -2.538)  0.035
C (0.650, 1.615, -3.416)  -0.704
C (-0.012, 4.547, -3.552)  -1.056
C (0.303, 3.102, -0.749)  -0.238
Si (1.882, 4.004, -0.353)  0.269
C (1.546, 5.839, -0.283)  -1.230
C (3.318, 3.793, -1.515)  -0.823
C (2.608, 3.731, 1.404)  -0.902
H (-2.359, 2.566, -3.763)  0.298
H (-2.740, 3.438, -2.306)  0.427
H (-2.421, 1.694, -2.242)  -0.299
H (0.273, 1.551, -4.437)  0.422
H (0.480, 0.636, -2.951)  0.080
H (1.696, 1.821, -3.411)  0.353
H (-0.472, 4.463, -4.543)  0.330
H (1.073, 4.758, -3.679)  0.273
H (-0.478, 5.416, -3.086)  0.336
H (-0.423, 3.575, -0.098)  0.552
H (1.580, 6.328, -1.255)  0.325
H (2.288, 6.310, 0.396)  0.296
H (0.555, 6.047, 0.104)  0.336
H (2.981, 3.810, -2.568)  0.281
H (3.788, 2.818, -1.380)  0.231
H (4.047, 4.626, -1.374)  0.345
H (1.909, 4.061, 2.176)  0.314
H (3.541, 4.315, 1.542)  0.392
H (2.769, 2.684, 1.612)  0.047
S (2.801, -0.004, -0.821)  -0.278
C (3.737, -0.852, 0.371)  0.134
N (4.658, -1.800, 0.062)  -0.171
C (5.464, -2.231, 1.186)  -0.619
C (4.582, -1.728, 2.350)  -0.505
N (3.745, -0.709, 1.700)  0.115
H (4.887, -1.988, -0.904)  0.218
H (6.414, -1.771, 1.201)  0.348
H (5.565, -3.315, 1.251)  0.324
H (5.189, -1.296, 3.165)  0.360
H (3.932, -2.509, 2.766)  0.297
H (3.009, -0.223, 2.189)  0.186

No. 2
Computed, not measured: a molecular structure, C22H52N4O15V3, with ωB97M-V/def2-TZVPD.

E_tot, eV: -137379.2825
Charge: +1
Frontier orbital gap (alpha / beta), eV: 6.37 / 6.91
2S+1: 5

Last column: Mulliken charge in e.
Atoms and positions in Å:
O (-2.931, -0.898, -2.838)  -0.802
V (-1.877, -1.773, -1.948)  1.070
O (2.867, 0.052, -2.183)  -0.399
V (1.298, -0.217, -2.437)  1.761
O (1.945, -4.049, 0.242)  -0.326
V (1.230, -2.669, 0.166)  0.962
C (0.552, -2.975, -2.625)  1.231
O (1.546, -2.486, -2.100)  -0.566
O (-0.213, -3.447, -1.781)  -0.878
O (0.066, -1.936, -3.082)  -1.036
C (-0.298, -0.237, -0.117)  1.287
O (-0.700, 0.080, -1.242)  -0.729
O (-0.845, -1.297, 0.164)  -1.195
O (0.920, -0.515, -0.167)  0.085
C (2.952, -1.798, -5.171)  -1.074
O (2.388, -0.676, -4.583)  -0.221
C (2.133, 0.309, -5.607)  -0.904
C (1.642, 1.572, -4.847)  -0.721
N (0.503, 1.271, -3.948)  -0.103
C (0.055, 2.501, -3.235)  -0.939
C (1.108, 3.138, -2.242)  -0.806
O (1.639, 2.107, -1.441)  0.278
C (2.375, 2.503, -0.317)  -0.653
H (2.177, -2.251, -5.790)  0.408
H (3.276, -2.583, -4.488)  0.237
H (3.798, -1.533, -5.804)  0.365
H (1.579, -0.224, -6.381)  0.505
H (3.076, 0.634, -6.046)  0.392
H (1.425, 2.235, -5.685)  0.399
H (2.444, 2.137, -4.373)  0.352
H (-0.293, 1.022, -4.516)  0.284
H (-0.809, 2.234, -2.627)  0.252
H (-0.348, 3.091, -4.058)  0.562
H (0.741, 4.040, -1.753)  0.516
H (1.971, 3.474, -2.816)  0.441
H (2.500, 1.519, 0.133)  -0.067
H (1.724, 3.040, 0.373)  0.129
H (3.331, 3.025, -0.362)  0.318
C (-2.283, 2.882, 4.328)  -0.771
O (-1.668, 3.886, 3.617)  -0.365
C (-0.812, 3.395, 2.630)  -0.703
C (-1.575, 2.959, 1.306)  0.650
N (-1.856, 4.133, 0.403)  -0.335
C (-2.365, 5.385, 0.945)  -0.795
C (-3.649, 5.435, 1.755)  -0.462
O (-4.770, 5.028, 0.925)  -0.365
C (-5.648, 5.959, 0.416)  -0.766
H (-3.021, 3.336, 4.990)  0.279
H (-1.481, 2.357, 4.846)  0.351
H (-2.851, 2.181, 3.717)  0.303
H (-0.221, 2.556, 2.997)  0.158
H (-0.018, 4.120, 2.455)  0.462
H (-2.571, 2.572, 1.520)  0.548
H (-1.115, 2.215, 0.655)  -0.758
H (-2.611, 3.806, -0.183)  0.256
H (-2.511, 6.066, 0.106)  0.517
H (-1.647, 5.833, 1.632)  0.295
H (-3.881, 6.437, 2.116)  0.477
H (-3.684, 4.911, 2.709)  0.150
H (-6.178, 6.636, 1.085)  0.310
H (-6.458, 5.408, -0.062)  0.266
H (-5.117, 6.716, -0.161)  0.310
C (2.993, -0.735, 3.884)  -1.296
C (2.666, -1.153, 2.409)  0.593
C (3.790, -1.555, 1.460)  -1.323
O (3.426, -1.833, 0.150)  0.757
C (4.610, -2.174, -0.624)  -0.939
N (1.603, -2.104, 2.417)  -0.491
H (2.524, 0.232, 4.068)  0.332
H (4.050, -0.535, 4.059)  0.395
H (2.505, -1.356, 4.635)  0.328
H (2.152, -0.271, 2.026)  -0.384
H (4.389, -2.382, 1.840)  0.599
H (4.530, -0.765, 1.593)  0.575
H (5.385, -1.428, -0.452)  0.359
H (4.453, -2.230, -1.701)  0.092
H (4.952, -3.175, -0.360)  0.317
H (0.802, -1.682, 2.865)  0.341
H (1.870, -2.823, 3.073)  0.283
C (-0.132, -6.277, 1.403)  -1.634
C (-1.056, -5.039, 1.021)  0.331
C (-2.464, -5.322, 1.682)  -1.072
O (-3.452, -4.392, 1.340)  -0.214
C (-4.557, -4.468, 2.293)  -0.840
N (-0.377, -3.876, 1.526)  -0.345
H (0.879, -6.221, 0.998)  0.300
H (-0.461, -7.243, 1.018)  0.465
H (-0.129, -6.496, 2.471)  0.475
H (-1.199, -4.884, -0.049)  0.154
H (-2.187, -5.218, 2.731)  0.378
H (-2.702, -6.372, 1.513)  0.481
H (-4.389, -4.238, 3.345)  0.321
H (-4.962, -5.475, 2.197)  0.352
H (-5.311, -3.823, 1.842)  0.252
H (-0.044, -4.123, 2.447)  0.399
H (-1.112, -3.197, 1.663)  0.233

Which formula does entry 2 have? C22H52N4O15V3

The highest E_tot belongs to which entry? C22H52InN4O3PSSi2

Which of these has the highest E_tot? C22H52InN4O3PSSi2

Among the records above, which one has the lowest E_tot? C22H52N4O15V3